No. 1
This record from OMol25 describes a molecular structure, C22H43FeN2P3Se. The level of theory is ωB97M-V/def2-TZVPD.

Last column: Löwdin spin population.
CARTESIAN COORDINATES (ANGSTROEM)
Fe  -0.83528  -0.25994  -0.54526  2.919
P  -2.23810  -2.32035  0.33652  0.009
P  2.11386  -0.21618  3.22504  0.010
P  1.05859  -1.54874  -1.00137  0.009
H  -3.61103  1.40767  -3.22498  0.003
C  -3.00302  0.50222  -3.27512  0.025
C  -2.17389  0.16271  -2.27336  0.025
H  -1.76838  0.97516  -1.63072  0.008
C  -3.73036  -1.94715  1.28761  -0.003
C  -1.57405  -3.73803  1.26729  0.012
C  -2.83276  -3.08983  -1.20650  -0.007
C  2.93078  1.24461  2.60142  0.004
C  1.83015  -0.06668  4.98669  0.001
C  3.08666  -1.67200  2.86096  0.004
C  0.64406  -1.36751  -2.76640  0.017
C  1.34114  -3.33218  -0.71846  0.005
C  2.69450  -0.81881  -0.81611  0.002
H  -3.13935  -0.14795  -4.15175  0.002
H  -1.96844  -0.92652  -2.15258  0.004
H  -4.07803  -0.92279  1.08900  0.000
H  -3.49674  -2.07644  2.35339  0.000
H  -4.53109  -2.65000  1.02441  0.000
H  -1.75809  -3.58930  2.33462  0.000
H  -0.50318  -3.86688  1.09807  0.001
H  -2.10052  -4.64057  0.94469  0.002
H  -3.60951  -2.48988  -1.69020  0.000
H  -3.27709  -4.05310  -0.94089  -0.001
H  -2.03291  -3.28328  -1.92918  0.000
H  3.94194  1.28282  3.03168  0.000
H  2.37859  2.13676  2.92920  0.002
H  3.01076  1.21607  1.50643  0.001
H  2.80844  -0.08564  5.49535  0.000
H  1.22755  -0.92091  5.33508  0.000
H  1.33037  0.88406  5.22809  0.000
H  4.12871  -1.46602  3.14916  0.000
H  3.09001  -1.97523  1.80351  0.000
H  2.70423  -2.50223  3.47299  0.001
H  1.50206  -1.69104  -3.37113  0.004
H  0.40504  -0.31277  -2.97088  0.004
H  -0.25026  -1.94825  -3.02614  0.000
H  2.09205  -3.70516  -1.42861  0.001
H  0.42977  -3.92957  -0.83279  0.000
H  1.72468  -3.52207  0.29041  0.000
H  3.40656  -1.31969  -1.48958  0.001
H  3.06630  -0.90883  0.21188  0.000
H  2.65937  0.25121  -1.05856  0.001
C  1.18857  3.84680  -2.43073  0.146
C  -0.16548  3.65708  -2.78721  0.071
C  -0.54901  3.67600  -4.12704  0.021
C  0.42774  3.85401  -5.12249  0.163
C  1.78702  3.86341  -4.77688  0.009
C  2.17687  3.76142  -3.43823  0.085
Se  1.47997  4.23364  -0.58730  0.475
H  2.68277  3.37419  -0.52619  0.022
H  -0.90580  3.53789  -1.98745  0.003
H  -1.60082  3.55948  -4.40916  -0.001
H  0.12904  3.95222  -6.16018  0.007
H  2.54353  3.93581  -5.56265  -0.002
H  3.22982  3.66538  -3.16148  0.002
N  0.68022  -0.40149  2.35967  0.035
C  -0.40347  0.52970  2.34659  0.176
C  -0.96593  1.01046  3.52973  0.016
C  -1.89012  2.05877  3.45857  0.255
C  -2.20687  2.57012  2.17903  0.048
C  -1.75817  1.91516  1.04312  0.154
N  -0.91283  0.84758  1.13372  0.263
H  -0.58250  -1.54583  0.36704  -0.048
H  0.36100  -1.38227  2.37095  0.011
H  -0.63749  0.57738  4.47621  -0.004
H  -2.32905  2.47988  4.35208  0.015
H  -2.82864  3.44090  2.05719  -0.001
H  -2.04447  2.23051  0.04020  0.011

As for the energy above the lowest of the compared OMol25 structures with the same formula, charge and spin: 312.25 kJ/mol. Its LUMO energy (alpha / beta) is -8.0 / -12.0 eV. Its spin multiplicity is 6. Its total charge is +3. The total energy comes out at -154061.1512 eV.


No. 2
This record from OMol25 describes a molecular structure, C22H43HfN2P3S. The level of theory is ωB97M-V/def2-TZVPD.

Last column: Löwdin charge in e.
CARTESIAN COORDINATES (ANGSTROEM)
Hf  0.22879  0.49923  0.07782  1.058
P  2.01898  1.91520  1.14610  0.690
P  -1.38497  0.72824  2.09980  0.696
P  -1.32840  2.45486  -1.13202  0.755
H  0.96608  -2.36680  -5.13374  0.082
C  0.97516  -1.27512  -5.17389  -0.007
C  1.82775  -0.48281  -4.50184  -0.217
H  2.75522  -0.83341  -4.01664  0.078
C  3.43740  1.05888  1.92150  -0.216
C  1.50891  2.98490  2.54119  -0.218
C  2.92102  3.09987  0.09277  -0.210
C  -2.87760  -0.29177  1.83247  -0.212
C  -0.83060  0.01616  3.69191  -0.212
C  -2.10991  2.27172  2.73788  -0.232
C  -1.08819  2.95510  -2.86925  -0.178
C  -0.89988  3.96341  -0.21176  -0.170
C  -3.10101  2.16505  -0.92735  -0.188
H  0.26191  -0.80093  -5.86082  0.091
H  1.64885  0.59309  -4.60708  0.052
H  3.83082  0.30106  1.22968  0.075
H  3.13319  0.56124  2.85304  0.056
H  4.21948  1.80198  2.14214  0.090
H  1.06356  2.38938  3.34817  0.042
H  0.77586  3.73439  2.21973  0.045
H  2.40545  3.49310  2.92240  0.096
H  3.15661  2.63013  -0.87044  0.062
H  3.85581  3.36532  0.60740  0.087
H  2.32636  4.00271  -0.09057  0.055
H  -3.58111  -0.06210  2.64625  0.090
H  -2.61210  -1.35693  1.86332  0.057
H  -3.34258  -0.06862  0.86355  0.037
H  -1.61654  0.21991  4.43524  0.088
H  0.11064  0.47029  4.03070  0.052
H  -0.68662  -1.06865  3.61066  0.056
H  -2.71781  1.98566  3.61013  0.084
H  -2.75153  2.76282  1.99680  0.037
H  -1.32400  2.96756  3.06191  0.051
H  -1.91454  3.62672  -3.14329  0.094
H  -1.08123  2.07021  -3.51848  0.065
H  -0.12076  3.47009  -2.96233  0.086
H  -1.31197  4.80820  -0.78651  0.110
H  0.19289  4.07764  -0.13346  0.035
H  -1.34354  3.95625  0.79393  0.048
H  -3.61372  2.75639  -1.69927  0.091
H  -3.43914  2.48385  0.06776  0.056
H  -3.32604  1.09713  -1.06329  0.060
C  0.23926  -1.50355  -2.28164  -0.680
C  -1.10330  -1.49187  -2.72396  -0.123
C  -1.71118  -2.69095  -3.08027  -0.027
C  -0.98915  -3.88447  -3.00004  -0.006
C  0.36143  -3.88095  -2.60592  -0.028
C  0.97057  -2.70560  -2.18770  -0.113
S  1.14001  0.00715  -2.14931  0.760
H  -0.68064  0.99057  -1.55215  -0.070
H  -1.58149  -0.51515  -2.86522  0.097
H  -2.74609  -2.68029  -3.43695  0.138
H  -1.43210  -4.82462  -3.31559  0.135
H  0.95804  -4.79809  -2.64089  0.140
H  2.02583  -2.64486  -1.88817  0.133
N  0.98027  -5.32744  2.55533  0.223
C  0.81507  -4.07603  2.07369  -0.249
C  -0.12220  -3.80683  1.05186  0.045
C  -0.29556  -2.50082  0.62815  -0.151
N  0.52928  -1.49871  1.04790  -0.161
C  1.37726  -1.74155  2.09378  -0.130
C  1.54838  -3.00351  2.62246  0.048
H  0.49970  -6.11838  2.14392  0.147
H  1.62669  -5.52571  3.31341  0.150
H  -0.69602  -4.61682  0.60706  0.142
H  -1.05675  -2.25308  -0.11638  0.107
H  1.88591  -0.87864  2.51583  0.079
H  2.23991  -3.16042  3.44862  0.147

As for the energy above the lowest of the compared OMol25 structures with the same formula, charge and spin: 82.21 kJ/mol. Its LUMO energy (alpha / beta) is -14.6 / -14.6 eV. Its spin multiplicity is 1. Its total charge is +4. The total energy comes out at -66458.4975 eV.


No. 3
This record from OMol25 describes a single C22H43N3O3S molecule. The level of theory is ωB97M-V/def2-TZVPD.

Last column: natural (NBO) charge in e.
CARTESIAN COORDINATES (ANGSTROEM)
C  1.19290  -4.70737  0.01196  -0.616
H  2.09494  -5.29768  -0.13211  0.207
C  1.01303  -4.34955  1.48324  -0.209
C  0.69302  -5.59609  2.30568  -0.607
H  1.46785  -6.34585  2.16684  0.215
H  -0.25693  -6.02280  1.99164  0.203
H  0.63131  -5.35995  3.36604  0.204
C  -0.10956  -3.31424  1.65594  -0.224
N  0.24938  -1.98128  1.22138  -0.697
S  -0.60962  -1.39788  -0.05065  2.480
O  -0.44433  -2.25841  -1.17524  -0.942
O  -0.23243  -0.01984  -0.23746  -0.992
N  -2.21110  -1.58223  0.43833  -0.679
C  -2.63532  -0.72938  1.52935  -0.230
C  -2.72820  0.74404  1.13208  -0.418
H  -3.23680  1.29967  1.92247  0.222
H  -1.71584  1.13662  1.05196  0.222
C  -3.48287  0.95711  -0.19284  -0.306
C  -3.11250  2.33869  -0.75644  0.696
O  -3.92934  3.22275  -0.91781  -0.633
N  -1.80508  2.45061  -1.04002  -0.668
H  -1.19429  1.66356  -0.87024  0.431
C  -1.18194  3.64049  -1.57129  -0.051
H  -1.97633  4.39831  -1.59653  0.235
C  -0.11167  4.16667  -0.60264  -0.400
C  0.98963  3.20064  -0.15057  -0.411
C  2.24948  3.17074  -1.02347  -0.404
H  2.38034  4.13398  -1.52154  0.193
C  2.30044  2.04752  -2.06020  -0.389
H  3.35270  1.85614  -2.28945  0.201
H  1.88967  1.13275  -1.62722  0.203
C  1.58978  2.33635  -3.38136  -0.399
H  1.98742  1.63440  -4.11895  0.204
C  0.06840  2.16676  -3.35630  -0.402
C  -0.73913  3.42931  -3.02895  -0.406
H  -1.65937  3.39555  -3.61749  0.212
H  -0.18530  4.31328  -3.35043  0.200
H  -0.23988  1.84309  -4.35352  0.209
H  -0.18353  1.35575  -2.67301  0.199
H  1.84678  3.34128  -3.72504  0.190
H  3.10885  3.03798  -0.36032  0.203
H  0.60094  2.18688  -0.05481  0.206
H  1.29055  3.52014  0.85127  0.205
H  0.34394  5.05432  -1.04612  0.201
H  -0.65103  4.49538  0.29016  0.209
C  -3.19589  -0.11228  -1.26128  -0.414
C  -3.14633  -1.51824  -0.67133  -0.234
H  -2.80177  -2.23317  -1.41886  0.237
H  -4.12538  -1.83028  -0.29619  0.201
H  -3.96708  -0.05901  -2.03159  0.225
H  -2.23336  0.06988  -1.74004  0.213
H  -4.55820  0.96123  0.01213  0.225
H  -1.92371  -0.85555  2.34725  0.208
H  -3.61009  -1.10140  1.86175  0.207
C  0.81678  -1.04867  2.16929  -0.228
H  0.39670  -1.22847  3.16807  0.189
C  2.35135  -1.09290  2.23892  -0.209
C  2.84083  -0.02264  3.21167  -0.607
H  2.41721  -0.17415  4.20232  0.205
H  3.92428  -0.05580  3.29389  0.215
H  2.55336  0.96592  2.86081  0.205
C  2.94738  -0.87945  0.85229  -0.613
H  4.03052  -0.97244  0.88272  0.211
H  2.69145  0.11123  0.48512  0.208
H  2.54857  -1.61162  0.15476  0.218
H  2.66016  -2.07258  2.61620  0.191
H  0.52425  -0.05083  1.83793  0.232
H  -0.97065  -3.61563  1.05599  0.228
H  -0.41819  -3.27609  2.70857  0.192
H  1.94363  -3.91394  1.85591  0.193
H  1.25431  -3.80699  -0.59212  0.231
H  0.34092  -5.28438  -0.34048  0.202

As for the energy above the lowest of the compared OMol25 structures with the same formula, charge and spin: 10.04 kJ/mol. Its LUMO energy is 0.6 eV. Its spin multiplicity is 1. As for the structure (SMILES): CC(C)CN(CC(C)C)S(=O)(=O)N1CCC(C(=O)NC2CCCCCCC2)CC1. The total energy comes out at -44961.0660 eV.


Q: energy above the lowest of the compared OMol25 structures with the same formula, charge and spin of number 2 (C22H43HfN2P3S)?
A: 82.21 kJ/mol


Q: Which value of energy above the lowest of the compared OMol25 structures with the same formula, charge and spin does entry 2 give?
A: 82.21 kJ/mol


Q: What is the energy above the lowest of the compared OMol25 structures with the same formula, charge and spin in the first record?
A: 312.25 kJ/mol